Entry 1:
Formula: C4H32NO11S
Source: the Open Molecules 2025 dataset
Level of theory: ωB97M-V with the def2-TZVPD basis set

Bonds (Å) are listed after each position.
Atoms and positions in Å:
1 C -0.83 1.43 0.02  C2 1.528, C4 1.545, H7 1.088, H8 1.100
2 C -2.32 1.58 -0.29  C1 1.528, S3 1.827, H9 1.092, H10 1.094
3 S -3.17 2.53 1.02  C2 1.827, H41 1.335
4 C 0.04 0.92 -1.14  C1 1.545, N5 1.453, H11 1.079, H12 1.096
5 N 0.91 1.96 -1.66  C4 1.453, C6 1.447, H13 1.008
6 C 0.29 2.92 -2.54  N5 1.447, H14 1.097, H15 1.092, H16 1.093
7 H -0.41 2.32 0.49  C1 1.088
8 H -0.81 0.71 0.86  C1 1.100
9 H -2.76 0.58 -0.34  C2 1.092
10 H -2.46 2.16 -1.20  C2 1.094
11 H 0.62 0.06 -0.83  C4 1.079
12 H -0.68 0.50 -1.86  C4 1.096
13 H 1.44 2.39 -0.91  N5 1.008
14 H 0.31 2.62 -3.59  C6 1.097
15 H 0.85 3.86 -2.52  C6 1.092
16 H -0.76 3.10 -2.30  C6 1.093
17 H -1.16 -4.78 0.43  O19 0.961
18 H -0.21 -5.04 -0.78  O19 0.988
19 O -1.13 -5.18 -0.45  H17 0.961, H18 0.988
20 H -0.75 -1.14 2.73  O22 0.980
21 H -1.83 -2.09 3.29  O22 0.958
22 O -1.16 -2.02 2.61  H20 0.980, H21 0.958
23 H -0.38 -4.63 -3.06  O25 0.961
24 H -1.66 -4.04 -3.67  O25 0.960
25 O -0.70 -4.07 -3.77  H23 0.961, H24 0.960
26 H 1.38 -4.12 -2.26  O28 0.965
27 H 1.75 -3.79 -0.84  O28 0.983
28 O 1.24 -4.45 -1.36  H26 0.965, H27 0.983
29 H 3.35 -2.09 0.29  O31 0.966
30 H 1.92 -2.17 0.60  O31 1.021
31 O 2.56 -2.40 -0.16  H29 0.966, H30 1.021
32 H 1.23 0.95 1.99  O34 1.000
33 H 2.38 1.94 2.11  O34 0.962
34 O 1.66 1.71 1.51  H32 1.000, H33 0.962
35 H -0.62 1.04 3.73  O43 1.004
36 H 1.03 0.24 4.17  O37 0.960
37 O 0.59 0.00 3.35  H36 0.960
38 H -2.79 4.82 -0.73  O40 0.960
39 H -1.66 5.11 0.22  O40 0.965
40 O -2.22 5.54 -0.44  H38 0.960, H39 0.965
41 H -3.46 1.71 2.03  S3 1.335
42 H -0.89 2.49 3.17  O43 0.959
43 O -1.15 1.88 3.87  H35 1.004, H42 0.959
44 H 0.92 -2.89 2.36  O46 0.957
45 H 1.12 -1.30 2.64  O46 1.023
46 O 1.44 -2.12 2.11  H44 0.957, H45 1.023
47 H 2.88 -0.32 -3.14  O49 0.965
48 H 2.74 1.05 -2.60  O49 0.973
49 O 3.36 0.52 -3.13  H47 0.965, H48 0.973

Calculated values
Frontier orbital gap ... 0.327 Ha
Charge ... -1
Highest occupied orbital energy ... -6.20 eV
E_LUMO ... 2.70 eV
Calculated total energy ... -1452.249216 Eh

Here are the natural (NBO) charges for atoms 1 to 4, given in e:
1. C -0.450
2. C -0.501
3. S -0.115
4. C -0.226

***

Entry 2:
Formula: C4H32NO13
Source: the Open Molecules 2025 dataset
Level of theory: ωB97M-V with the def2-TZVPD basis set

Bonds (Å) are listed after each position.
Atoms and positions in Å:
1 C 1.53 1.50 -1.01  O2 1.445, C3 1.597, H8 1.157, H9 1.096
2 O 2.22 2.60 -0.39  C1 1.445, H39 0.936
3 C 0.40 0.96 -0.02  C1 1.597, C4 1.582, N7 1.474, H10 1.160
4 C -0.34 -0.21 -0.79  C3 1.582, C5 1.551, O6 1.333, H11 1.195
5 C -1.39 0.37 -1.77  C4 1.551, H12 1.072, H13 1.067, H14 1.138
6 O 0.45 -1.06 -1.46  C4 1.333
7 N -0.50 1.94 0.61  C3 1.474, H16 0.981, H17 1.128
8 H 2.18 0.58 -1.28  C1 1.157
9 H 1.13 2.01 -1.90  C1 1.096
10 H 0.97 0.37 0.80  C3 1.160
11 H -0.91 -0.98 -0.08  C4 1.195
12 H -2.40 0.15 -1.50  C5 1.072
13 H -1.26 1.40 -2.01  C5 1.067
14 H -1.16 -0.26 -2.69  C5 1.138
15 H 1.40 -1.51 -0.43  O32 1.121
16 H -1.29 2.33 0.18  N7 0.981
17 H 0.18 2.80 0.86  N7 1.128
18 H 0.15 -2.45 -2.18  O20 1.001
19 H -1.09 -3.23 -2.08  O20 0.843
20 O -0.29 -3.33 -2.35  H18 1.001, H19 0.843
21 H -2.17 -3.27 1.63  O23 0.956
22 H -2.66 -3.13 0.18  O23 0.876
23 O -2.83 -2.96 1.02  H21 0.956, H22 0.876
24 H 1.32 -0.30 -2.83  O26 1.052
25 H 0.32 -1.08 -3.72  O26 0.975
26 O 1.16 -0.60 -3.82  H24 1.052, H25 0.975
27 H -2.25 -1.20 1.48  O29 0.955
28 H -1.80 0.29 1.47  O29 1.019
29 O -2.14 -0.46 2.07  H27 0.955, H28 1.019
30 H 2.90 -0.69 -0.27  O41 0.850
31 H 1.41 -2.90 0.30  O32 0.912
32 O 1.44 -2.03 0.56  H15 1.121, H31 0.912
33 H -0.45 1.99 2.63  O35 1.044
34 H -0.91 1.03 3.67  O35 0.961
35 O -0.31 1.78 3.64  H33 1.044, H34 0.961
36 H 1.79 -1.97 2.26  O38 0.929
37 H 1.03 -0.73 2.71  O38 0.881
38 O 1.71 -1.27 2.86  H36 0.929, H37 0.881
39 H 2.67 2.21 0.33  O2 0.936
40 H 3.12 -0.77 1.26  O41 1.026
41 O 3.36 -0.33 0.36  H30 0.850, H40 1.026
42 H -2.31 3.45 -1.21  O44 0.921
43 H -2.97 2.22 -1.10  O44 0.963
44 O -2.90 3.05 -0.62  H42 0.921, H43 0.963
45 H -0.36 -2.85 3.18  O47 0.981
46 H 0.07 -2.40 1.63  O47 1.014
47 O -0.55 -2.94 2.22  H45 0.981, H46 1.014
48 H -0.09 3.61 -2.42  O50 1.002
49 H 0.07 4.02 -0.98  O50 0.955
50 O -0.60 4.02 -1.66  H48 1.002, H49 0.955

Calculated values
Frontier orbital gap ... 0.316 Ha
Charge ... -1
Highest occupied orbital energy ... -5.96 eV
E_LUMO ... 2.64 eV
Calculated total energy ... -1204.404088 Eh

Here are the natural (NBO) charges for atoms 1 to 4, given in e:
1. C -0.083
2. O -0.750
3. C -0.128
4. C 0.138

***

Entry 3:
Formula: C4H32NO14
Source: the Open Molecules 2025 dataset
Level of theory: ωB97M-V with the def2-TZVPD basis set

Bonds (Å) are listed after each position.
Atoms and positions in Å:
1 O 0.12 2.13 -1.59  C2 1.243
2 C 0.82 1.12 -1.74  O1 1.243, O3 1.274, C4 1.494
3 O 0.38 0.04 -2.25  C2 1.274
4 C 2.26 1.17 -1.34  C2 1.494, C5 1.557, H8 1.092, H9 1.175
5 C 2.94 0.63 -0.05  C4 1.557, C6 1.439, H10 1.043, H11 1.137
6 C 2.54 1.29 1.16  C5 1.439, N7 1.526, H12 1.060, H13 1.063
7 N 1.18 0.90 1.72  C6 1.526, H14 1.044, H15 1.024
8 H 2.58 2.19 -1.54  C4 1.092
9 H 2.81 0.58 -2.19  C4 1.175
10 H 3.94 0.60 -0.34  C5 1.043
11 H 2.64 -0.46 0.04  C5 1.137
12 H 3.25 1.34 1.95  C6 1.060
13 H 2.40 2.32 0.95  C6 1.063
14 H 1.27 0.29 2.56  N7 1.044
15 H 0.83 0.24 1.02  N7 1.024
16 H -3.30 1.70 -0.17  O18 1.014
17 H -2.19 1.63 0.97  O18 0.972
18 O -2.96 1.17 0.62  H16 1.014, H17 0.972
19 H 1.35 -1.53 -1.47  O21 0.966
20 H 0.45 -2.76 -1.33  O21 0.952
21 O 1.28 -2.39 -1.03  H19 0.966, H20 0.952
22 H -3.23 -1.83 1.57  O24 0.928
23 H -2.62 -1.18 0.29  O24 0.939
24 O -2.60 -1.90 0.89  H22 0.928, H23 0.939
25 H -1.08 -1.82 1.30  O27 0.977
26 H 0.31 -1.80 0.91  O27 0.954
27 O -0.21 -1.60 1.68  H25 0.977, H26 0.954
28 H -0.56 -0.04 -3.73  O30 1.042
29 H -2.04 -0.74 -3.84  O30 0.991
30 O -1.19 -0.60 -4.34  H28 1.042, H29 0.991
31 H -1.04 -1.91 -2.16  O33 0.943
32 H -0.14 -2.71 -3.05  O33 0.942
33 O -0.85 -2.79 -2.44  H31 0.943, H32 0.942
34 H -1.69 2.14 -1.95  O36 1.028
35 H -2.48 3.13 -1.06  O36 0.965
36 O -2.65 2.41 -1.68  H34 1.028, H35 0.965
37 H -2.69 -0.02 -1.45  O39 0.902
38 H -1.15 -0.15 -1.80  O39 1.068
39 O -2.06 -0.66 -1.57  H37 0.902, H38 1.068
40 H 0.34 3.42 0.80  O42 1.017
41 H -0.48 3.24 -0.37  O42 0.950
42 O -0.62 3.55 0.51  H40 1.017, H41 0.950
43 H 2.49 -2.01 2.69  O45 0.974
44 H 2.28 -2.50 1.30  O45 1.002
45 O 3.02 -2.39 1.96  H43 0.974, H44 1.002
46 H -1.58 -0.22 2.72  O48 1.000
47 H -2.77 0.66 2.30  O48 0.967
48 O -2.52 0.01 2.96  H46 1.000, H47 0.967
49 H 0.77 -1.50 3.16  O51 0.996
50 H 1.21 -0.73 4.43  O51 0.987
51 O 1.24 -1.63 4.03  H49 0.996, H50 0.987

Calculated values
Frontier orbital gap ... 0.367 Ha
Charge ... -1
Highest occupied orbital energy ... -7.20 eV
E_LUMO ... 2.80 eV
Calculated total energy ... -1279.817912 Eh

Here are the natural (NBO) charges for atoms 1 to 4, given in e:
1. O -0.775
2. C 0.811
3. O -0.822
4. C -0.512

***

- calculated total energy of number 3 (C4H32NO14)?
  -1279.817912 Eh

***

- The lowest frontier orbital gap belongs to which entry?
  C4H32NO13

***

- What is the frontier orbital gap in the first record?
  0.327 Ha

***

- What is the formula in the first record?
  C4H32NO11S